1.
2 unconnected molecules or ions with the total composition C5H17N3, computed with ωB97M-V with the def2-TZVPD basis set.

Last column: Löwdin charge in e.
Cartesian coordinates (Å):
C -1.23 1.06 -1.57  -0.0266
C 2.08 0.06 0.34  -0.0522
C -0.71 -0.37 0.45  -0.1893
C -0.60 -0.30 -1.12  -0.3054
C 0.89 0.86 0.93  -0.2407
N -0.46 -1.69 0.85  0.0428
N -1.39 -1.45 -1.76  0.2057
N 0.92 1.22 2.29  0.1909
H -0.75 1.97 -1.03  0.1117
H -2.31 1.17 -1.46  0.0950
H -0.90 1.19 -2.60  0.0912
H 2.05 -1.03 0.52  0.0743
H 3.09 0.46 0.73  0.1281
H 2.01 0.08 -0.77  0.0861
H -1.66 0.08 0.84  0.1552
H 0.38 -0.22 -1.41  0.0801
H 0.70 1.87 0.32  0.1581
H -0.46 -1.82 1.92  0.1596
H 0.38 -2.03 0.45  0.0666
H -2.43 -1.29 -1.70  0.1908
H -1.25 -2.36 -1.20  0.1924
H -1.11 -1.63 -2.80  0.2267
H 1.75 1.81 2.53  0.2095
H 0.81 0.46 2.93  0.1697
H 0.17 1.91 2.28  0.1798

Values from the calculation:
- HOMO-LUMO gap (eV) = 10.41
- energy relative to the best compared isomer or geometry (same formula, charge and spin) (kJ/mol) = 217.7
- electronic energy (eV) = -9912.402
- spin multiplicity = 1
- charge = +2


2.
3 unconnected molecules or ions with the total composition C5H17NO2, computed with ωB97M-V with the def2-TZVPD basis set.

Last column: Löwdin charge in e.
Cartesian coordinates (Å):
C -0.02 0.24 -1.66  -0.1479
N -0.86 0.76 -0.58  -0.1168
C -0.10 1.49 0.43  -0.2120
C 0.73 0.65 1.43  -0.4268
C 0.84 1.24 2.84  -0.0856
C 2.12 0.16 0.95  -0.0724
H -0.59 -0.03 -2.55  0.0770
H 0.78 0.90 -1.99  0.0877
H 0.53 -0.59 -1.24  0.0207
H -1.35 0.02 -0.11  0.0654
H 0.71 2.10 -0.01  0.1159
H -0.81 2.15 0.93  0.1105
H 0.23 -0.32 1.54  0.1246
H 1.58 2.03 2.80  0.0778
H -0.12 1.61 3.19  0.0743
H 1.27 0.49 3.50  0.0731
H 1.98 -0.47 0.07  0.0507
H 2.69 1.00 0.53  0.0797
H 2.66 -0.17 1.83  0.0720
O 0.18 -2.53 -1.69  -0.0663
H -0.16 -3.40 -1.42  0.0604
H 1.03 -2.78 -2.08  0.0606
O -2.80 -1.12 -1.10  -0.0611
H -2.73 -0.31 -1.63  0.0395
H -1.93 -1.52 -1.09  -0.0010

Values from the calculation:
- HOMO-LUMO gap (eV) = 8.80
- energy relative to the best compared isomer or geometry (same formula, charge and spin) (kJ/mol) = 147.7
- electronic energy (eV) = -11044.726
- spin multiplicity = 1
- SMILES string = CNCC(C)C.O.O


3.
3 unconnected molecules or ions with the total composition C5H17NO2, computed with ωB97M-V with the def2-TZVPD basis set.

Last column: Löwdin charge in e.
Cartesian coordinates (Å):
C -1.35 0.05 1.81  -0.0891
C -0.89 -0.74 0.53  -0.2286
C 0.45 -0.64 -0.13  -0.3600
C 1.13 -2.01 -0.54  -0.0880
C 0.54 0.40 -1.34  -0.2408
N 1.35 1.55 -1.08  0.0021
H -0.86 -0.12 2.77  0.0646
H -0.94 1.13 1.69  0.0910
H -2.41 0.12 1.83  0.0463
H -0.90 -1.76 0.91  0.1015
H -1.68 -0.44 -0.16  0.0769
H 1.24 -0.35 0.66  0.1183
H 1.37 -2.51 0.36  0.0438
H 0.42 -2.59 -1.20  0.0875
H 2.07 -2.01 -1.14  0.0813
H 0.67 -0.22 -2.24  0.1113
H -0.44 0.89 -1.36  0.0919
H 0.94 2.42 -1.29  0.0511
H 2.33 1.48 -1.31  0.0838
O 2.31 1.03 2.18  -0.0522
H 2.04 1.42 1.36  -0.0135
H 3.24 0.83 2.19  0.0305
O -3.91 0.86 -1.47  -0.0734
H -3.67 -0.05 -1.72  0.0359
H -3.04 1.28 -1.30  0.0278

Values from the calculation:
- HOMO-LUMO gap (eV) = 9.96
- energy relative to the best compared isomer or geometry (same formula, charge and spin) (kJ/mol) = 184.1
- electronic energy (eV) = -11044.348
- spin multiplicity = 1
- SMILES string = CC[C@@H](C)CN.O.O


4.
3 unconnected molecules or ions with the total composition C5H17NO2, computed with ωB97M-V with the def2-TZVPD basis set.

Last column: Löwdin charge in e.
Cartesian coordinates (Å):
C 0.18 1.95 1.95  -0.0999
C 0.32 1.91 0.42  -0.2250
C -0.24 0.68 -0.29  -0.4033
C -0.47 0.89 -1.80  -0.0740
C 0.55 -0.58 -0.01  -0.2529
N -0.10 -1.72 -0.68  0.0055
H -0.56 1.26 2.35  0.0696
H 1.08 1.64 2.47  0.0627
H 0.09 2.98 2.27  0.0669
H -0.12 2.79 -0.02  0.1017
H 1.38 1.89 0.24  0.1039
H -1.29 0.53 -0.01  0.1132
H -0.88 1.89 -1.97  0.0764
H 0.45 0.76 -2.37  0.0794
H -1.14 0.13 -2.17  0.0489
H 1.58 -0.63 -0.36  0.1113
H 0.59 -0.79 1.05  0.1085
H -0.91 -2.06 -0.16  0.0659
H 0.51 -2.50 -0.88  0.0428
O -3.54 -1.14 0.20  -0.0603
H -3.18 -0.96 -0.68  0.0293
H -3.32 -0.39 0.76  0.0273
O 3.17 -2.80 0.26  -0.0534
H 2.33 -3.20 0.02  0.0159
H 3.53 -2.51 -0.59  0.0398

Values from the calculation:
- HOMO-LUMO gap (eV) = 9.95
- energy relative to the best compared isomer or geometry (same formula, charge and spin) (kJ/mol) = 81.4
- electronic energy (eV) = -11045.413
- spin multiplicity = 1
- SMILES string = CC[C@@H](C)CN.O.O


5.
3 unconnected molecules or ions with the total composition C5H17NO2, computed with ωB97M-V with the def2-TZVPD basis set.

Last column: Löwdin charge in e.
Cartesian coordinates (Å):
C 0.94 2.31 1.54  -0.1248
C -0.10 1.50 0.73  -0.2434
C 0.57 0.93 -0.56  -0.2340
C 1.63 -0.14 -0.28  -0.2018
C 1.10 -1.62 -0.16  -0.2331
N 0.30 -1.98 -1.40  -0.0108
H 1.31 1.83 2.46  0.0683
H 0.48 3.25 1.88  0.0658
H 1.80 2.52 0.90  0.0702
H -0.51 0.70 1.35  0.0971
H -0.78 2.19 0.23  0.0934
H 0.89 1.82 -1.14  0.1136
H -0.23 0.41 -1.09  0.0561
H 1.84 0.07 0.79  0.0901
H 2.54 -0.10 -0.87  0.0998
H 0.57 -1.75 0.77  0.0743
H 1.94 -2.33 -0.18  0.0946
H 0.78 -1.45 -2.12  0.0555
H -0.57 -1.44 -1.38  -0.0008
O -2.32 -0.36 -2.08  -0.0491
H -3.07 -0.48 -1.51  0.0360
H -2.46 0.58 -2.30  0.0593
O -1.89 -2.16 1.31  -0.0304
H -2.70 -1.96 0.87  0.0191
H -2.05 -2.34 2.23  0.0349

Values from the calculation:
- HOMO-LUMO gap (eV) = 9.06
- energy relative to the best compared isomer or geometry (same formula, charge and spin) (kJ/mol) = 138.3
- electronic energy (eV) = -11044.823
- spin multiplicity = 1
- SMILES string = CCCCCN.O.O


6.
3 unconnected molecules or ions with the total composition C5H17NO2, computed with ωB97M-V with the def2-TZVPD basis set.

Last column: Löwdin charge in e.
Cartesian coordinates (Å):
C -2.99 -0.69 -0.50  -0.1236
C -1.84 0.18 -0.95  -0.3830
C -0.92 -0.77 -1.73  -0.0926
C -1.00 0.65 0.38  -0.4109
C -0.08 1.70 -0.15  -0.0914
N -0.29 -0.41 1.10  0.0440
H -2.81 -1.76 -0.22  0.0843
H -3.64 -0.99 -1.46  0.1240
H -3.60 -0.43 0.27  0.0260
H -2.18 0.98 -1.59  0.1258
H 0.03 -0.16 -1.90  0.1011
H -0.79 -1.53 -1.12  -0.0075
H -1.40 -1.33 -2.65  0.1268
H -1.79 1.10 1.06  0.1478
H -0.14 1.92 -1.16  0.0393
H -0.19 2.61 0.47  0.0872
H 0.98 1.31 0.04  0.1070
H -1.01 -0.88 1.73  0.1186
H 0.14 -1.13 0.65  0.0330
O 6.66 0.01 -0.24  -0.0454
H 5.69 0.31 -0.06  0.0988
H 6.51 -0.43 -0.99  -0.0534
O 1.90 -0.03 3.09  -0.0354
H 1.60 -0.83 2.84  -0.0606
H 1.16 0.60 3.09  0.0403

Values from the calculation:
- HOMO-LUMO gap (eV) = 10.01
- energy relative to the best compared isomer or geometry (same formula, charge and spin) (kJ/mol) = 266.6
- electronic energy (eV) = -11043.493
- spin multiplicity = 1
- SMILES string = CC(C)[C@H](C)N.O.O


7.
4 unconnected molecules or ions with the total composition C5H17NO3, computed with ωB97M-V with the def2-TZVPD basis set.

Last column: Löwdin charge in e.
Cartesian coordinates (Å):
C -0.31 -3.07 -0.48  -0.1015
C 0.09 -1.98 0.47  -0.1878
C 1.31 -1.61 0.81  -0.1836
C 1.88 -0.61 1.69  -0.2267
C 1.41 0.77 1.22  -0.1894
N 1.81 1.03 -0.26  0.0356
H -1.18 -2.93 -1.09  0.0566
H -0.53 -3.88 0.17  0.0568
H 0.44 -3.44 -1.24  0.0937
H -0.85 -1.64 1.01  0.1366
H 2.20 -1.98 0.06  0.1662
H 1.66 -0.79 2.72  0.1038
H 2.99 -0.66 1.73  0.1185
H 1.61 1.68 1.79  0.1020
H 0.28 0.88 1.09  0.1035
H 2.76 0.96 -0.33  0.0259
H 1.56 0.28 -0.76  -0.0134
O -1.63 0.54 -0.56  -0.0641
H -1.69 1.51 -0.18  0.1142
H -0.82 0.22 -0.45  -0.1020
O -0.14 2.20 -2.51  -0.0805
H -0.04 1.47 -1.88  -0.0256
H 0.73 2.33 -2.92  0.0389
O -3.38 1.64 0.52  -0.0267
H -3.44 0.66 0.45  0.0816
H -3.43 2.13 -0.20  -0.0327

Values from the calculation:
- HOMO-LUMO gap (eV) = 10.55
- energy relative to the best compared isomer or geometry (same formula, charge and spin) (kJ/mol) = 337.0
- electronic energy (eV) = -13090.119
- spin multiplicity = 1
- SMILES string = C/C=C/CCN.O.O.O


8.
4 unconnected molecules or ions with the total composition C5H17NO4, computed with ωB97M-V with the def2-TZVPD basis set.

Last column: Löwdin charge in e.
Cartesian coordinates (Å):
C 1.84 2.32 0.28  -0.0864
C 0.61 1.38 0.52  -0.2113
C 1.14 -0.04 0.57  -0.3597
C 1.21 -0.52 2.02  -0.0478
N 0.16 -0.94 -0.11  0.0068
C 0.49 -1.77 -1.15  -0.3253
O 1.64 -1.82 -1.54  0.0199
H 1.55 3.35 0.55  0.0739
H 2.61 2.03 0.99  0.0691
H 2.15 2.12 -0.76  0.0848
H 0.26 1.69 1.51  0.1076
H -0.13 1.65 -0.23  0.0810
H 2.11 -0.22 0.05  0.1501
H 0.32 -1.08 2.36  0.0878
H 1.46 0.35 2.63  0.0796
H 2.00 -1.26 2.22  0.0837
H -0.74 -0.63 0.23  0.0847
H -0.31 -2.36 -1.55  0.1223
O -2.79 -0.29 -0.75  -0.0560
H -2.73 -0.13 -1.70  0.0385
H -3.69 -0.10 -0.51  0.0613
O -1.32 1.06 -2.42  -0.0589
H -1.23 2.02 -2.42  0.0671
H -0.83 0.62 -1.72  -0.0088
O -1.91 -2.90 0.42  -0.0762
H -1.41 -2.12 0.72  -0.0099
H -2.46 -2.39 -0.21  0.0223

Values from the calculation:
- HOMO-LUMO gap (eV) = 9.94
- energy relative to the best compared isomer or geometry (same formula, charge and spin) (kJ/mol) = 97.0
- electronic energy (eV) = -15140.340
- spin multiplicity = 1
- SMILES string = CC[C@@H](C)NC=O.O.O.O


9.
4 unconnected molecules or ions with the total composition C5H17NO4, computed with ωB97M-V with the def2-TZVPD basis set.

Last column: Löwdin charge in e.
Cartesian coordinates (Å):
O -2.04 -1.61 0.82  0.1787
C -1.10 -1.20 1.48  -0.1724
N 0.27 -1.04 1.09  0.1709
C 0.73 -1.90 0.09  -0.1468
C 1.79 -1.04 -0.71  -0.1546
C 1.19 0.32 -1.24  -0.2126
C -0.07 0.13 -2.15  -0.0832
H -1.31 -1.00 2.53  0.1741
H 0.82 -0.74 1.94  0.1665
H 0.04 -2.08 -0.80  0.1535
H 0.99 -2.87 0.49  0.1660
H 2.24 -1.68 -1.49  0.1304
H 2.66 -0.66 -0.10  0.1244
H 0.92 0.98 -0.37  0.0932
H 2.06 0.85 -1.70  0.1241
H -0.12 0.76 -3.01  0.0728
H 0.15 -0.80 -2.73  0.0971
H -1.08 0.13 -1.65  0.0469
H -2.74 0.26 -0.74  0.0583
H -1.97 1.36 -1.50  -0.0326
O -2.62 1.23 -0.87  -0.0231
H -1.54 1.51 1.29  -0.0218
H -0.99 2.78 0.69  0.0464
O -1.24 2.36 1.47  0.0227
H 0.15 1.47 2.22  0.0036
H 1.84 1.34 2.27  0.0773
O 0.96 1.14 2.67  -0.0599

Values from the calculation:
- HOMO-LUMO gap (alpha / beta) (eV) = 10.83 / 6.05
- energy relative to the best compared isomer or geometry (same formula, charge and spin) (kJ/mol) = 187.0
- electronic energy (eV) = -15130.113
- spin multiplicity = 2
- charge = +1


10.
5 unconnected molecules or ions with the total composition C5H17O6S, computed with ωB97M-V with the def2-TZVPD basis set.

Last column: Löwdin charge in e.
Cartesian coordinates (Å):
O -1.57 -1.43 -0.24  -0.1132
C -0.72 -0.76 -0.94  -0.6355
O -1.02 -0.01 -1.89  -0.0214
C 0.74 -0.88 -0.51  -0.1126
C 1.75 -0.49 -1.59  -0.2628
C 1.85 1.00 -1.89  -0.5120
S 2.94 1.95 -0.79  0.7658
C 1.85 2.30 0.60  -0.4389
H 0.86 -0.26 0.38  0.0959
H 0.92 -1.91 -0.19  0.1051
H 2.74 -0.87 -1.30  0.0963
H 1.49 -1.00 -2.52  0.1066
H 0.87 1.45 -1.88  0.0594
H 2.27 1.17 -2.88  0.0602
H 2.25 3.14 1.17  0.0259
H 1.74 1.45 1.28  0.0037
H 0.86 2.57 0.26  0.0389
H 0.21 -0.14 3.29  0.0275
H -0.74 0.84 2.60  -0.0025
O 0.13 0.79 3.06  -0.0869
H -1.99 -0.43 1.41  0.0277
H -2.75 0.81 1.06  0.0161
O -2.34 0.38 1.83  -0.0826
H -3.37 -0.31 -0.57  0.0179
H -2.80 0.78 -1.37  0.0216
O -3.54 0.62 -0.75  -0.0930
H -0.72 -4.28 0.45  0.0129
H -1.14 -2.84 0.72  -0.0132
O -0.80 -3.65 1.17  -0.1069

Values from the calculation:
- HOMO-LUMO gap (eV) = 8.61
- energy relative to the best compared isomer or geometry (same formula, charge and spin) (kJ/mol) = 0.0
- electronic energy (eV) = -28584.818
- spin multiplicity = 1
- charge = -1


11.
4 unconnected molecules or ions with the total composition C5H18N2O4, computed with ωB97M-V with the def2-TZVPD basis set.

Last column: Löwdin charge in e.
Cartesian coordinates (Å):
C 2.91 0.82 -1.24  -0.1539
N 1.62 0.22 -1.58  -0.0732
C 1.74 -1.03 0.75  -0.0838
C 1.01 -0.69 -0.55  -0.2535
C -0.29 0.07 -0.02  -0.4684
N -1.52 0.07 -0.57  0.0022
C -1.88 -0.23 -2.00  -0.2099
O -0.21 0.67 1.06  -0.0620
H 3.70 0.07 -1.46  0.0795
H 3.18 1.66 -1.87  0.0667
H 3.08 1.08 -0.20  0.0564
H 0.95 0.96 -1.76  0.0773
H 1.07 -1.21 1.58  0.0823
H 2.60 -0.38 1.01  0.0647
H 2.33 -1.94 0.73  0.0680
H 0.74 -1.61 -1.08  0.1196
H -2.37 0.47 -0.15  0.0305
H -2.97 0.05 -2.00  0.0151
H -1.80 -1.25 -2.35  0.0477
H -1.27 0.45 -2.57  0.0436
H 0.54 1.78 3.32  0.0201
H 1.23 0.67 2.66  -0.0173
O 1.13 1.06 3.55  -0.0944
H -2.23 -2.67 0.27  -0.0028
H -2.74 -3.36 -0.99  -0.0090
O -2.01 -3.35 -0.38  -0.1609
H -2.92 2.38 1.21  -0.0215
H -2.73 2.26 2.66  0.0135
O -2.88 2.96 2.00  -0.1764

Values from the calculation:
- HOMO-LUMO gap (alpha / beta) (eV) = 2.97 / 9.30
- energy relative to the best compared isomer or geometry (same formula, charge and spin) (kJ/mol) = 206.2
- electronic energy (eV) = -16645.496
- spin multiplicity = 2
- charge = -1


12.
3 unconnected molecules or ions with the total composition C5H18N4Si, computed with ωB97M-V with the def2-TZVPD basis set.

Last column: Löwdin charge in e.
Cartesian coordinates (Å):
C -2.45 4.09 0.12  0.2776
C 1.62 -7.44 -1.61  -0.0078
C -2.89 5.53 2.14  0.0462
C 0.65 -3.31 -0.12  -0.0587
C 2.11 -5.29 -0.42  -0.1337
N -0.16 4.74 0.33  -0.2056
N 2.45 -6.43 -0.93  -0.0004
N -3.17 4.77 0.88  -0.0404
N 1.03 -4.60 -0.63  0.0096
Si 0.15 6.35 -0.36  0.6343
H 1.52 -8.30 -0.87  0.1315
H 0.69 -6.93 -1.98  0.0971
H 2.31 -7.74 -2.41  0.1048
H -2.53 4.89 2.80  0.0615
H -3.72 6.06 2.43  0.0899
H -2.09 6.17 1.92  0.0644
H -0.05 -3.28 0.76  0.1137
H 1.47 -2.61 0.21  0.1170
H 0.10 -2.88 -0.96  0.0907
H 2.84 -4.82 0.12  0.1395
H 0.10 3.95 -0.24  0.0313
H 3.37 -6.84 -0.56  0.2060
H -4.12 4.97 0.54  0.1810
H 0.24 4.47 1.24  0.0690
H 0.20 -5.13 -1.05  0.1907
H 0.18 6.88 0.96  -0.0605
H -1.08 6.59 -1.10  -0.0685
H 1.22 6.15 -1.22  -0.0801

Values from the calculation:
- HOMO-LUMO gap (eV) = 8.82
- energy relative to the best compared isomer or geometry (same formula, charge and spin) (kJ/mol) = 106.1
- electronic energy (eV) = -19295.763
- spin multiplicity = 1
- charge = +2